{
  "formula": "C2H3NO3S",
  "method": "ωB97M-V/def2-TZVPD",
  "elements": ["C", "C", "N", "O", "O", "O", "S", "H", "H", "H"],
  "xyz": [[-0.680, -0.406, -0.384], [-1.953, 0.030, -0.026], [0.368, -0.873, -0.451], [2.434, 0.344, 1.566], [2.093, 1.444, -0.541], [1.490, -1.329, -0.589], [2.790, 0.411, 0.184], [-2.131, -0.589, 0.910], [-2.578, -0.168, -0.929], [-1.832, 1.135, 0.259]],
  "multiplicity": 1,
  "e_above_lowest_kcal_mol": 74.3,
  "e_tot_ev": -20586.9864,
  "gap_ev": 10.45,
  "mol_weight_g_mol": 121.117
}